[1]
Molecular formula: C16H33N4Se2TcTe
Method: DFT, ωB97M-V/def2-TZVPD

Geometry (Å):
Tc -0.78 0.19 -0.97
N -2.43 -1.03 -0.28
C -2.19 -2.47 -0.64
C -0.70 -2.73 -0.70
N -0.04 -1.73 -1.58
C -0.35 -2.04 -3.02
C -0.68 -0.81 -3.84
N -1.56 0.09 -3.04
C 1.44 -1.69 -1.36
C 2.01 -0.48 -2.06
N 1.20 0.75 -1.72
H -3.35 -0.75 -0.62
H -2.49 -0.94 0.74
H -2.66 -3.13 0.09
H -2.68 -2.66 -1.59
H -0.25 -2.62 0.29
H -0.50 -3.75 -1.04
H 0.49 -2.58 -3.47
H -1.20 -2.72 -3.05
H 0.21 -0.24 -4.12
H -1.17 -1.11 -4.77
H -1.65 0.98 -3.52
H -2.51 -0.29 -3.04
H 1.61 -1.64 -0.28
H 1.91 -2.60 -1.73
H 3.05 -0.33 -1.78
H 1.99 -0.60 -3.14
H 1.66 1.25 -0.97
H 1.20 1.39 -2.51
C 0.62 3.54 4.21
Se 0.44 3.29 2.29
C -1.50 3.33 2.19
C -1.99 3.78 0.83
Se -1.98 2.42 -0.61
C -1.85 3.67 -2.10
H 0.07 2.78 4.75
H 0.24 4.54 4.44
H 1.68 3.49 4.44
H -1.82 4.06 2.94
H -1.90 2.36 2.48
H -1.43 4.62 0.44
H -3.04 4.06 0.88
H -2.69 4.36 -2.02
H -1.94 3.12 -3.04
H -0.90 4.20 -2.05
Te 0.21 0.36 1.55
C 1.55 -1.09 2.27
C 2.81 -0.67 2.67
C 3.69 -1.60 3.22
C 3.31 -2.92 3.37
C 2.04 -3.33 2.97
C 1.15 -2.42 2.42
H 3.13 0.36 2.56
H 4.67 -1.28 3.55
H 3.99 -3.64 3.81
H 1.74 -4.36 3.10
H 0.14 -2.74 2.18

Values from the calculation:
**Charge**: +3
**ΔE to the lowest compared entry with this formula, charge and spin**: 0.526 eV
**Multiplicity**: 4
**⟨S²⟩**: 3.773

Results of the natural (NBO) charge analysis, in e, for atoms 1 through 6: number 1, Tc, carries 0.588; number 2, N, carries -0.776; number 3, C, carries -0.245; number 4, C, carries -0.252; number 5, N, carries -0.388; number 6, C, carries -0.262



[2]
Molecular formula: C10H21N5O6S3W
Method: DFT, ωB97M-V/def2-TZVPD

Geometry (Å):
W 0.89 -0.23 0.27
C -2.06 0.81 1.20
C -1.36 0.39 2.47
O 0.07 0.47 2.22
C 0.80 1.60 2.77
C 0.76 2.70 1.74
O 0.87 2.00 0.45
C 0.66 2.90 -0.70
C 0.96 2.09 -1.95
O 0.39 0.76 -1.77
C -0.94 0.50 -2.30
C -1.93 0.70 -1.17
O -1.30 0.24 0.08
H -2.06 1.89 1.07
H -3.08 0.45 1.16
H -1.55 -0.64 2.75
H -1.62 1.04 3.31
H 1.81 1.24 2.96
H 0.35 1.90 3.72
H 1.60 3.39 1.83
H -0.17 3.26 1.73
H -0.38 3.25 -0.65
H 1.33 3.75 -0.61
H 2.02 1.94 -2.10
H 0.54 2.56 -2.84
H -0.92 -0.52 -2.67
H -1.14 1.17 -3.14
H -2.85 0.13 -1.33
H -2.19 1.75 -1.03
N -1.47 -2.63 1.15
N -1.35 -3.42 0.01
C -0.50 -3.17 -0.98
N -0.40 -4.03 -1.97
N 0.28 -2.00 -0.94
N 1.39 -1.98 -1.72
O 1.69 -2.69 -2.60
O 2.10 -1.00 -1.31
H -2.45 -2.40 1.24
H -1.22 -3.21 1.96
H -1.91 -4.27 -0.07
H -0.94 -4.89 -1.95
H 0.19 -3.89 -2.77
S 5.70 -0.99 0.31
C 4.44 -0.19 0.29
S 3.19 0.90 0.27
S 1.77 -1.60 1.59

Values from the calculation:
**Charge**: +4
**ΔE to the lowest compared entry with this formula, charge and spin**: 0.555 eV
**Multiplicity**: 1

Results of the natural (NBO) charge analysis, in e, for atoms 1 through 6: number 1, W, carries 1.375; number 2, C, carries -0.094; number 3, C, carries -0.094; number 4, O, carries -0.549; number 5, C, carries -0.101; number 6, C, carries -0.100



[3]
Molecular formula: C5H10O
Method: DFT, ωB97M-V/def2-TZVPD

Geometry (Å):
O -2.02 0.20 0.66
C -0.93 0.20 -0.20
C -0.28 -1.19 -0.32
C 1.21 -0.89 0.02
C 1.28 0.52 0.67
C 0.12 1.19 -0.04
H -2.61 -0.52 0.39
H -1.54 1.30 -1.01
H -0.72 -1.90 0.39
H -0.39 -1.60 -1.33
H 1.81 -0.89 -0.90
H 1.61 -1.66 0.68
H 1.10 0.44 1.75
H 2.25 1.00 0.51
H -1.28 2.00 -0.40
H 0.39 1.81 -0.88

Values from the calculation:
**Charge**: 0
**ΔE to the lowest compared entry with this formula, charge and spin**: 5.628 eV
**Multiplicity**: 1

Results of the natural (NBO) charge analysis, in e, for atoms 1 through 6: number 1, O, carries -0.706; number 2, C, carries 0.229; number 3, C, carries -0.488; number 4, C, carries -0.384; number 5, C, carries -0.456; number 6, C, carries -0.327



[4]
Molecular formula: C37H42IKN8O6PSe2
Method: DFT, ωB97M-V/def2-TZVPD

Geometry (Å):
K 1.30 0.07 0.32
C 3.34 -1.81 3.44
C 1.84 -1.82 3.56
N 1.27 -2.86 4.11
C -0.07 -2.87 4.26
C -0.87 -1.81 3.95
C -2.34 -1.98 4.10
O -2.92 -2.46 2.87
C -0.29 -0.64 3.38
C -0.90 0.66 3.43
N -0.55 1.64 2.68
C -0.57 2.95 3.07
C 0.02 3.34 4.29
C 0.19 4.67 4.61
C -0.22 5.67 3.74
C -0.84 5.32 2.55
C -1.01 3.99 2.24
I -2.04 3.48 0.48
C 1.12 -0.66 3.06
O 1.73 0.28 2.49
H 3.73 -2.74 3.84
H 3.75 -0.95 3.98
H 3.64 -1.69 2.40
H -0.49 -3.80 4.63
H -2.86 -1.05 4.35
H -2.54 -2.71 4.89
H -2.27 -3.10 2.51
H -1.60 0.84 4.26
H 0.38 2.56 4.95
H 0.67 4.94 5.55
H -0.06 6.72 3.98
H -1.19 6.09 1.87
O 2.58 6.08 -5.56
N 1.86 5.09 -5.55
O 1.17 4.77 -6.50
C 1.81 4.30 -4.33
C 2.23 4.91 -3.20
C 2.16 4.27 -1.94
C 2.65 4.88 -0.77
C 2.54 4.23 0.42
C 1.91 2.97 0.44
N 1.43 2.38 -0.63
C 1.57 3.00 -1.83
C 1.15 2.32 -3.04
N 0.66 1.08 -2.92
C 0.43 0.38 -4.00
C 0.65 0.86 -5.29
C 1.08 2.15 -5.45
C 1.33 2.94 -4.31
H 2.61 5.92 -3.26
H 3.11 5.86 -0.84
H 2.91 4.65 1.34
H 1.80 2.44 1.38
H 0.08 -0.64 -3.84
H 0.49 0.22 -6.15
H 1.23 2.56 -6.43
O 0.35 -5.42 -1.97
C 1.55 -5.37 -1.22
C 1.95 -3.96 -0.71
C 3.44 -4.03 -0.34
O 4.31 -4.18 -1.44
C 1.67 -2.93 -1.82
Se 2.85 -1.33 -1.88
C 1.22 -3.59 0.58
Se -0.70 -4.06 0.68
H -0.36 -5.19 -1.34
H 2.35 -5.73 -1.87
H 1.49 -6.04 -0.35
H 3.59 -4.90 0.31
H 3.69 -3.14 0.24
H 4.26 -3.33 -1.92
H 0.65 -2.56 -1.72
H 1.76 -3.40 -2.80
H 1.32 -2.51 0.74
H 1.67 -4.10 1.43
C -3.77 -2.36 -0.28
N -3.38 -1.06 0.42
C -4.26 0.04 -0.09
N -4.19 0.14 -1.52
C -4.56 -1.13 -2.13
N -3.71 -2.22 -1.70
C -2.33 -2.10 -2.17
P -1.45 -0.55 -1.56
C -1.95 -0.74 0.21
C -2.88 0.60 -2.00
H -4.79 -2.59 0.04
H -3.07 -3.13 0.05
H -3.47 -1.27 1.44
H -3.94 0.98 0.37
H -5.29 -0.18 0.21
H -4.49 -1.03 -3.22
H -5.59 -1.36 -1.87
H -2.32 -2.10 -3.26
H -1.75 -2.96 -1.81
H -1.72 0.19 0.74
H -1.35 -1.55 0.63
H -2.92 0.68 -3.09
H -2.67 1.59 -1.60

Values from the calculation:
**Charge**: -1
**ΔE to the lowest compared entry with this formula, charge and spin**: 1.240 eV
**Multiplicity**: 1

Results of the Mulliken charge analysis, in e, for atoms 1 through 6: number 1, K, carries 0.621; number 2, C, carries -1.353; number 3, C, carries 0.709; number 4, N, carries -0.598; number 5, C, carries -0.761; number 6, C, carries 0.322



[5]
Molecular formula: C4H13BrN3
Method: DFT, ωB97M-V/def2-TZVPD

Geometry (Å):
C 1.38 -0.13 -1.79
C -1.56 1.74 0.49
C 1.65 0.34 -0.39
C 1.12 -0.46 0.71
N 0.95 -1.77 0.63
N -1.28 0.44 -0.04
N -2.21 -0.51 0.48
Br 3.69 0.25 0.01
H 1.91 0.50 -2.51
H 0.31 -0.05 -1.97
H 1.71 -1.16 -1.96
H -1.58 1.75 1.59
H -0.78 2.41 0.14
H -2.52 2.12 0.13
H 1.43 1.40 -0.27
H 1.02 0.01 1.68
H 1.19 -2.24 -0.23
H 0.91 -2.34 1.46
H -3.13 -0.47 -0.02
H -2.42 -0.38 1.50
H -1.81 -1.45 0.33

Values from the calculation:
**Charge**: +1
**ΔE to the lowest compared entry with this formula, charge and spin**: 0.000 eV
**Multiplicity**: 1

Results of the natural (NBO) charge analysis, in e, for atoms 1 through 6: number 1, C, carries -0.658; number 2, C, carries -0.454; number 3, C, carries -0.248; number 4, C, carries 0.282; number 5, N, carries -0.707; number 6, N, carries -0.549



[6]
Molecular formula: C28H45BrCaN2P2
Method: DFT, ωB97M-V/def2-TZVPD

Geometry (Å):
N 1.33 -7.49 -2.53
C 0.33 -7.28 -1.68
C -0.45 -6.13 -1.73
C -0.13 -5.14 -2.70
C 0.98 -5.36 -3.54
C 1.69 -6.56 -3.42
C -0.97 -3.94 -2.82
Ca -2.11 -2.07 -1.76
P -1.88 1.24 -1.71
C -0.53 -2.72 -3.35
C 0.68 -2.02 -2.91
C 1.24 -1.00 -3.71
C 2.18 -0.14 -3.20
C 2.53 -0.23 -1.81
C 2.27 -1.46 -1.16
C 1.32 -2.32 -1.69
Br 0.40 1.09 -0.88
H -2.07 -4.13 -2.74
H -1.07 -2.28 -4.21
H -1.30 -6.01 -1.06
H 1.29 -4.65 -4.33
H 0.13 -8.05 -0.94
H 2.55 -6.78 -4.07
H 0.87 -0.88 -4.74
H 1.06 -3.25 -1.15
H 2.63 0.64 -3.83
H 2.79 -1.70 -0.23
P 3.61 1.09 -1.11
C -3.38 0.24 -1.82
C -4.66 1.01 -2.15
H -3.46 -0.31 -0.84
H -3.26 -0.48 -2.67
H -5.52 0.33 -2.06
H -4.84 1.86 -1.50
H -4.63 1.39 -3.18
C -1.63 1.96 -3.37
C -1.44 3.48 -3.47
H -2.42 1.60 -4.06
H -0.70 1.49 -3.72
H -0.93 3.67 -4.42
H -2.36 4.06 -3.48
H -0.78 3.86 -2.67
C -2.27 2.65 -0.56
C -3.51 3.54 -0.71
H -1.37 3.28 -0.54
H -2.33 2.18 0.44
H -3.35 4.44 -0.08
H -3.69 3.89 -1.74
H -4.40 3.05 -0.29
C 3.19 1.45 0.61
C 3.75 2.75 1.18
H 3.49 0.58 1.22
H 2.08 1.48 0.66
H 4.83 2.72 1.33
H 3.51 3.61 0.55
H 3.29 2.91 2.17
C 3.31 2.54 -2.13
C 4.29 2.73 -3.30
H 3.35 3.40 -1.45
H 2.28 2.49 -2.51
H 5.30 2.96 -2.93
H 4.36 1.84 -3.95
H 3.94 3.57 -3.91
C 5.33 0.57 -1.13
C 5.68 -0.45 -0.04
H 5.91 1.50 -1.01
H 5.53 0.16 -2.12
H 5.28 -1.44 -0.29
H 6.77 -0.53 0.03
H 5.30 -0.17 0.94
C 0.36 -1.62 3.23
C -1.12 -1.98 3.01
C -1.47 -2.14 1.62
N -1.78 -2.16 0.50
H 1.02 -2.49 3.09
H 0.54 -1.25 4.24
H 0.69 -0.82 2.54
H -1.36 -2.91 3.55
H -1.75 -1.17 3.41

Values from the calculation:
**Charge**: +2
**Electronic energy**: -139789.75338 eV
**Multiplicity**: 1

Results of the Mulliken charge analysis, in e, for atoms 1 through 6: number 1, N, carries -0.569; number 2, C, carries -0.362; number 3, C, carries -0.485; number 4, C, carries 0.094; number 5, C, carries -0.221; number 6, C, carries -0.411



[7]
Molecular formula: C5H8O
Method: DFT, ωB97M-V/def2-TZVPD

Geometry (Å):
C -1.45 -0.22 -0.46
C -0.75 0.85 0.41
C 0.61 0.25 0.73
C 1.55 0.09 -0.44
C 0.67 -1.05 -0.01
O -0.51 -1.26 -0.74
H -1.80 0.19 -1.41
H -2.31 -0.66 0.05
H -0.66 1.81 -0.12
H -1.32 1.04 1.33
H 1.02 0.35 1.73
H 1.29 0.59 -1.37
H 2.61 0.02 -0.23
H 1.09 -1.96 0.41

Values from the calculation:
**Charge**: 0
**ΔE to the lowest compared entry with this formula, charge and spin**: 1.463 eV
**SMILES string**: C1C[C@@H]2C[C@@H]2O1
**Multiplicity**: 1

Results of the natural (NBO) charge analysis, in e, for atoms 1 through 6: number 1, C, carries -0.066; number 2, C, carries -0.434; number 3, C, carries -0.260; number 4, C, carries -0.448; number 5, C, carries 0.087; number 6, O, carries -0.516



[8]
Molecular formula: C4H9NOS
Method: DFT, ωB97M-V/def2-TZVPD

Geometry (Å):
C 1.11 -2.07 -0.86
N -0.23 -1.50 -0.63
C -0.25 -0.66 0.53
O 0.19 -1.02 1.58
C -0.85 0.71 0.29
C -0.04 1.85 0.88
S -0.48 3.48 0.14
H 1.27 -2.13 -1.94
H 1.18 -3.12 -0.56
H 1.88 -1.49 -0.37
H -0.98 -2.18 -0.65
H -1.06 0.88 -0.76
H -1.83 0.61 0.77
H 1.03 1.69 0.74
H -0.21 1.97 1.94
H -0.73 2.99 -1.09

Values from the calculation:
**Charge**: 0
**ΔE to the lowest compared entry with this formula, charge and spin**: 1.382 eV
**SMILES string**: CNC(=O)CCS
**Multiplicity**: 1

Results of the natural (NBO) charge analysis, in e, for atoms 1 through 6: number 1, C, carries -0.411; number 2, N, carries -0.725; number 3, C, carries 0.723; number 4, O, carries -0.541; number 5, C, carries -0.525; number 6, C, carries -0.486



Q: What is the formula in the sixth record?
A: C28H45BrCaN2P2